{
  "formula": "C23H25FeN4O4",
  "method": "ωB97M-V/def2-TZVPD",
  "species": ["Fe", "O", "O", "O", "O", "N", "N", "N", "N", "C", "C", "C", "C", "C", "C", "C", "C", "C", "C", "C", "C", "C", "C", "C", "C", "C", "C", "C", "C", "C", "C", "C", "H", "H", "H", "H", "H", "H", "H", "H", "H", "H", "H", "H", "H", "H", "H", "H", "H", "H", "H", "H", "H", "H", "H", "H", "H"],
  "xyz": [[1.92191, 3.33723, 0.12695], [1.49063, 6.04203, 0.95629], [4.27086, 4.03662, -1.51453], [-1.22621, 2.72886, 0.84379], [3.95746, 3.05707, 2.14825], [0.05919, -1.94404, 0.55410], [-0.77826, -1.56916, 1.49341], [-0.65037, -2.34172, -0.53492], [2.05815, -1.30328, -1.03131], [1.48319, 4.92675, 0.60622], [1.54416, 1.27795, -1.22070], [0.07034, -2.82362, -1.71229], [3.12934, 3.23354, 1.36829], [-4.08799, -0.89349, 4.02775], [3.48018, -1.80948, -1.55008], [1.54745, 0.50805, 1.13049], [-5.52281, -0.79124, 2.06999], [-1.97100, -2.32809, -0.23045], [-3.01608, -1.26488, 3.22342], [-5.34635, -0.64612, 3.45358], [3.37732, -1.95210, -3.06160], [-3.18813, -1.43285, 1.84377], [-0.02796, 2.26090, 0.41773], [3.30079, 3.78349, -0.93144], [1.07877, -1.79421, -2.19901], [-2.36449, 2.96884, -0.02604], [-4.45981, -1.20117, 1.26814], [-2.04504, -1.79317, 1.04455], [1.93413, -2.40580, -3.32138], [0.45886, 2.16238, -0.93780], [1.04512, 1.90717, 1.33641], [2.05913, 0.17369, -0.40696], [3.16186, 0.24853, -0.26054], [1.76389, -1.88593, -0.19825], [1.57274, -2.08932, -4.32178], [-2.75815, -2.63357, -0.89503], [0.57084, -0.89339, -2.56975], [-3.95045, -0.79934, 5.09831], [-2.77571, 3.92574, 0.29988], [-3.11290, 2.18757, 0.15257], [4.29686, -1.14486, -1.23919], [-4.59108, -1.33968, 0.19776], [-0.04955, 2.65766, -1.77957], [-6.19155, -0.34705, 4.08235], [-0.69229, -2.99653, -2.48249], [3.54905, -0.98195, -3.54698], [0.98157, 2.26090, 2.38032], [3.60053, -2.80023, -1.08276], [4.10826, -2.67005, -3.47687], [-6.50054, -0.59827, 1.62282], [0.71770, -0.13661, 1.46082], [2.41617, 0.31363, 1.78580], [0.56138, -3.79928, -1.48875], [1.86446, -3.51555, -3.32076], [2.01165, 1.36221, -2.20799], [-2.03667, -1.44794, 3.64326], [-2.10056, 3.01312, -1.08782]],
  "lowdin_charge": [0.18, 0.13, 0.15, -0.05, 0.18, 0.02, 0.09, -0.10, 0.03, -0.15, -0.13, -0.07, -0.18, -0.06, -0.06, -0.09, -0.07, 0.03, -0.03, -0.07, -0.16, -0.18, -0.30, -0.11, -0.20, -0.01, -0.03, -0.23, -0.14, -0.09, -0.15, -0.17, 0.13, 0.13, 0.14, 0.13, 0.15, 0.11, 0.10, 0.09, 0.13, 0.10, 0.13, 0.12, 0.15, 0.12, 0.14, 0.14, 0.13, 0.11, 0.07, 0.12, 0.15, 0.13, 0.11, 0.11, 0.08],
  "multiplicity": 5,
  "s2": 6.074,
  "homo_lumo_gap_ev": [5.0, 5.7],
  "homo_ev": [-7.31, -11.00],
  "max_force_ha_per_bohr": 0.116,
  "lumo_ev": [-2.34, -5.29],
  "charge": 1
}



{
  "formula": "C23H25HfN3O2S",
  "method": "ωB97M-V/def2-TZVPD",
  "species": ["Hf", "S", "O", "O", "N", "N", "N", "C", "C", "C", "C", "C", "C", "C", "C", "C", "C", "C", "C", "C", "C", "C", "C", "C", "C", "C", "C", "C", "C", "C", "H", "H", "H", "H", "H", "H", "H", "H", "H", "H", "H", "H", "H", "H", "H", "H", "H", "H", "H", "H", "H", "H", "H", "H", "H"],
  "xyz": [[0.19510, -0.34620, 0.45981], [0.42074, 1.76257, -0.68695], [5.29017, 5.95755, -3.09693], [3.71623, 6.04311, -4.63597], [-0.18077, -1.53424, -1.32993], [-1.09925, 0.57365, 1.96565], [-0.49643, -2.01882, 1.33655], [-2.67783, -1.18430, 4.88408], [-0.65351, -3.90955, -1.85133], [1.14921, 3.43254, -2.74066], [3.23018, 4.65031, -2.79463], [-1.52561, -0.50408, 2.90478], [-0.62577, -3.17567, 0.46857], [2.73874, 3.20721, -0.92547], [-2.31618, -2.49398, 4.61638], [4.07420, 5.63696, -3.57241], [1.52976, 2.88197, -1.52203], [-1.20211, -1.82627, 2.58639], [-0.26097, 1.59582, 2.69473], [-0.94297, -5.20343, -1.44627], [2.01127, 4.31021, -3.37344], [-1.03542, -5.48265, -0.09313], [-2.27053, -0.17926, 4.02067], [-0.87340, -4.48394, 0.85931], [1.09499, -1.46942, -2.12761], [-1.33205, -0.97457, -2.12336], [-0.47821, -2.92677, -0.89956], [-2.30899, 1.22400, 1.34666], [3.58557, 4.09605, -1.57297], [-1.58035, -2.81580, 3.48369], [0.09504, 2.34317, 1.99322], [-0.92329, -4.76047, 1.89526], [-0.86641, 2.08896, 3.45289], [3.02459, 2.77907, 0.02553], [-1.29933, -3.84153, 3.33858], [1.33601, -0.43071, -2.34596], [-1.50037, -1.58325, -3.00992], [-1.99785, 2.02684, 0.68463], [0.96622, -2.00267, -3.06798], [0.57012, 1.09527, 3.19615], [-2.23187, -1.00736, -1.50863], [-2.87333, 0.46784, 0.80012], [-2.94797, 1.62625, 2.13017], [4.52432, 4.33137, -1.08638], [1.75334, 4.75759, -4.32392], [-2.53365, 0.84993, 4.23008], [1.90181, -1.95291, -1.57223], [0.19661, 3.18460, -3.18959], [-1.10697, 0.04523, -2.41947], [-1.23506, -6.49233, 0.23885], [-1.08442, -5.98230, -2.18227], [5.48550, 5.52321, -2.26074], [-0.56021, -3.68070, -2.90580], [-3.26398, -0.94173, 5.75936], [-2.60466, -3.28639, 5.29347]],
  "lowdin_charge": [1.62, 0.65, 0.15, 0.15, -0.36, -0.35, -0.11, -0.03, -0.01, -0.08, -0.10, -0.21, -0.19, -0.10, -0.03, -0.46, -0.59, -0.20, -0.05, -0.03, 0.02, -0.03, -0.01, 0.01, -0.04, -0.03, -0.22, -0.03, 0.00, 0.01, 0.06, 0.10, 0.11, 0.10, 0.10, 0.07, 0.11, 0.06, 0.11, 0.11, 0.11, 0.11, 0.11, 0.12, 0.14, 0.12, 0.11, 0.11, 0.07, 0.13, 0.13, 0.09, 0.13, 0.13, 0.13],
  "homo_lumo_gap_ev": 5.9,
  "homo_ev": -14.45,
  "relative_energy_kj_mol": 3.9,
  "max_force_ha_per_bohr": 0.034,
  "lumo_ev": -8.50,
  "charge": 2
}



{
  "formula": "C23H25N2OSV",
  "method": "ωB97M-V/def2-TZVPD",
  "species": ["V", "S", "O", "N", "N", "C", "C", "C", "C", "C", "C", "C", "C", "C", "C", "C", "C", "C", "C", "C", "C", "C", "C", "C", "C", "C", "C", "C", "H", "H", "H", "H", "H", "H", "H", "H", "H", "H", "H", "H", "H", "H", "H", "H", "H", "H", "H", "H", "H", "H", "H", "H", "H"],
  "xyz": [[0.18654, -0.24598, 1.98905], [-0.12406, 0.61915, 4.45907], [-3.12848, 0.12752, -2.76070], [0.01859, -0.08191, 7.21798], [-1.59128, 1.77564, -2.59336], [2.20229, 0.20523, -3.70143], [-1.36301, -1.60887, 3.28441], [2.19780, -0.66809, 1.67237], [-0.42620, 2.45143, -2.02473], [1.79072, 0.23810, 0.61755], [0.95427, 0.71255, -3.29549], [-1.66830, 0.14737, -0.78359], [-1.29163, -2.26015, -1.40398], [1.54607, 1.53446, 1.22318], [2.21041, 0.07173, 2.88925], [2.07970, 2.49209, -2.09208], [1.84031, 1.43965, 2.59900], [-1.45585, -1.53172, 0.97817], [-0.16665, -2.24714, 2.77398], [3.32244, 1.99127, -2.49289], [0.01719, 0.03142, 6.03371], [-3.49547, -1.58625, -0.40433], [-1.98914, -1.32316, -0.41344], [-2.09519, -1.09175, 2.17636], [0.89505, 1.85900, -2.48541], [-2.21567, 0.65440, -2.11971], [3.38225, 0.84655, -3.30171], [-0.23424, -2.25127, 1.35104], [-0.47384, 2.42980, -0.91444], [-1.70760, -1.56525, 4.31454], [0.41859, -2.76413, 0.64045], [2.22892, -0.68806, -4.33242], [-1.68734, -2.09527, -2.41598], [-1.48476, -3.30661, -1.12198], [1.76002, 2.24023, 3.32759], [-0.57023, 0.25268, -0.81096], [2.00143, 3.38747, -1.46341], [2.54315, -0.32684, 3.84359], [0.58712, -2.74570, 3.36573], [-0.47684, 3.51581, -2.31012], [-3.01140, -0.50776, 2.22652], [-3.90738, -1.46831, -1.41312], [-2.06057, 0.84281, -0.00811], [4.35225, 0.45892, -3.62281], [4.23438, 2.50636, -2.17322], [-0.20313, -2.10913, -1.43393], [2.52106, -1.69321, 1.55116], [-3.68525, -2.61336, -0.05060], [-4.01217, -0.88739, 0.26611], [1.84240, 0.02751, -0.44519], [1.32216, 2.44898, 0.67943], [0.02713, 0.22633, -3.62405], [-1.95657, 2.13289, -3.46704]],
  "lowdin_charge": [0.76, 0.78, 0.06, 0.09, 0.07, -0.07, -0.12, -0.17, -0.14, -0.13, -0.04, -0.06, -0.02, -0.07, -0.16, -0.07, -0.13, -0.22, -0.14, -0.07, -0.70, -0.02, -0.49, -0.03, -0.23, -0.45, -0.08, -0.10, 0.11, 0.11, 0.14, 0.11, 0.10, 0.11, 0.12, 0.09, 0.12, 0.13, 0.14, 0.14, 0.14, 0.09, 0.15, 0.11, 0.11, 0.09, 0.14, 0.11, 0.09, 0.12, 0.12, 0.12, 0.16],
  "multiplicity": 2,
  "s2": 1.078,
  "homo_lumo_gap_ev": [6.2, 7.1],
  "homo_ev": [-12.05, -12.13],
  "max_force_ha_per_bohr": 0.084,
  "lumo_ev": [-5.83, -5.07],
  "charge": 1
}



Q: Which formula does entry 3 have?
A: C23H25N2OSV



Q: What is the formula in the second record?
A: C23H25HfN3O2S